1.
72
Properties=species:S:1:pos:R:3:forces:R:3 method="wB97M-V/def2-TZVPD" charge=+1 e_lumo_ev=-2.61 de_lowest_kcal_mol=4.37
Pd 0.938 -0.208 0.438 0.5 -0.1 0.6
N 0.042 -0.665 3.248 -0.1 0.2 -0.2
C -0.669 -1.897 3.164 0.0 0.0 0.1
C -1.167 -2.510 4.284 -0.1 0.0 0.0
C -1.873 -3.727 4.223 0.0 0.0 0.1
C -2.048 -4.344 3.024 0.0 0.0 -0.1
C -1.547 -3.754 1.840 0.0 0.0 0.0
C -1.698 -4.394 0.592 0.0 0.0 0.0
C -1.191 -3.809 -0.526 0.0 0.0 0.0
C -0.562 -2.561 -0.397 0.0 0.0 0.0
N -0.423 -1.911 0.743 0.0 -0.1 -0.4
C -0.875 -2.505 1.891 0.0 0.0 0.0
H 0.998 -0.792 3.556 0.0 0.0 0.0
H -0.422 -0.019 3.873 0.1 0.0 0.1
H -0.999 -2.040 5.245 0.0 0.0 0.0
H -2.253 -4.172 5.133 0.0 0.0 0.0
H -2.567 -5.291 2.954 0.0 0.0 0.0
H -2.208 -5.348 0.547 0.0 0.0 0.0
H -1.271 -4.267 -1.502 0.0 0.0 0.0
H -0.152 -2.081 -1.278 0.0 0.0 0.0
C 2.735 0.766 0.295 0.1 0.0 0.0
C 3.124 -0.507 0.895 0.0 0.0 0.2
C 2.845 -1.696 0.192 0.0 0.0 0.0
C 2.946 -2.944 0.828 0.0 0.0 -0.1
C 3.313 -3.017 2.149 0.0 0.0 0.0
C 3.591 -1.841 2.866 0.0 -0.1 0.0
C 3.483 -0.615 2.263 0.0 0.1 -0.1
H 3.049 0.961 -0.727 -0.2 -0.1 -0.1
H 2.904 1.627 0.937 0.0 0.0 0.0
H 2.607 -1.645 -0.865 0.1 0.0 0.0
H 2.741 -3.849 0.270 0.0 0.0 0.0
H 3.396 -3.978 2.638 0.0 0.0 0.0
H 3.892 -1.906 3.904 0.0 0.0 0.0
H 3.687 0.293 2.817 0.0 0.0 0.0
N 2.977 -0.344 -3.661 0.0 0.0 0.0
C 1.640 -0.112 -3.775 0.1 0.0 0.0
N 0.785 -0.355 -2.835 -0.2 -0.1 -0.1
C -0.491 0.041 -3.246 0.1 0.0 -0.1
C -1.661 -0.049 -2.496 0.0 0.0 0.0
C -2.857 0.377 -3.051 0.0 0.0 0.0
C -2.909 0.906 -4.339 0.0 0.0 0.0
C -1.754 1.025 -5.093 0.0 0.0 0.0
C -0.561 0.591 -4.535 0.0 0.0 0.0
S 1.028 0.629 -5.239 0.0 0.0 0.0
H 3.271 -0.962 -2.924 0.0 0.0 0.0
H 3.540 -0.350 -4.493 0.0 0.0 0.0
H -1.629 -0.440 -1.488 0.0 0.0 0.0
H -3.769 0.298 -2.472 0.0 0.0 0.0
H -3.855 1.227 -4.754 0.0 0.0 0.0
H -1.783 1.442 -6.091 0.0 0.0 0.0
C -2.594 1.692 1.574 0.0 0.0 0.0
C -2.132 2.276 0.240 0.0 0.0 0.0
Sb -0.014 2.078 0.059 -0.2 0.0 -0.1
C 0.528 2.996 -1.792 -0.1 0.1 0.0
C -0.649 3.647 -2.515 0.1 0.0 0.0
C 0.667 3.553 1.444 -0.1 0.0 0.0
C -0.052 4.890 1.289 0.0 0.0 0.0
H -3.679 1.744 1.668 0.0 0.0 0.0
H -2.165 2.237 2.418 0.0 0.0 0.0
H -2.294 0.646 1.668 0.0 0.0 0.0
H -2.406 3.326 0.137 0.0 0.0 0.0
H -2.569 1.744 -0.604 0.0 0.0 0.0
H 0.978 2.211 -2.393 0.0 -0.1 -0.1
H 1.311 3.722 -1.565 0.0 0.0 0.0
H -1.420 2.913 -2.756 0.0 0.0 0.0
H -0.318 4.094 -3.455 0.0 0.0 0.0
H -1.108 4.436 -1.918 0.0 0.0 0.0
H 1.740 3.664 1.277 0.0 0.0 0.0
H 0.541 3.138 2.445 0.0 0.0 0.0
H 0.090 5.305 0.289 0.0 0.0 0.0
H 0.330 5.621 2.003 0.0 0.0 0.0
H -1.124 4.794 1.462 0.0 0.0 0.0

2.
74
Properties=species:S:1:pos:R:3:forces:R:3 method="wB97M-V/def2-TZVPD" charge=+3 e_lumo_ev=-10.92 de_lowest_kcal_mol=12.45
Pt -0.190 -0.686 0.786 0.5 0.2 -0.4
C -2.058 -1.811 0.503 0.0 0.0 0.0
C -1.103 -2.737 0.910 0.1 -0.1 -0.2
C -1.094 -2.749 2.416 0.1 -0.1 0.2
C -2.030 -1.851 2.895 -0.2 0.0 0.1
C -2.669 -1.289 1.775 -0.2 0.0 0.2
C -3.828 -0.402 1.830 0.0 0.0 -0.1
C -2.389 -1.573 4.318 0.0 0.0 0.0
C -0.271 -3.684 3.194 0.0 0.0 0.0
C -0.579 -3.885 0.118 0.0 0.1 -0.1
C -2.762 -1.746 -0.812 0.0 0.0 0.0
H -4.033 0.099 0.889 0.0 0.0 0.0
H -3.756 0.309 2.655 0.0 0.0 0.0
H -4.700 -1.033 2.071 0.0 0.0 0.0
H -1.621 -1.921 5.005 0.0 0.0 0.0
H -3.321 -2.075 4.583 0.0 0.0 0.0
H -2.533 -0.506 4.489 0.0 0.0 0.0
H 0.690 -3.884 2.721 0.0 0.0 0.0
H -0.799 -4.650 3.204 0.0 0.0 0.0
H -0.143 -3.380 4.230 0.0 0.0 0.0
H 0.404 -4.213 0.445 0.0 0.0 0.0
H -0.545 -3.662 -0.947 0.0 0.0 0.0
H -1.268 -4.725 0.250 0.0 0.0 0.0
H -3.667 -2.357 -0.765 0.0 0.0 0.0
H -2.141 -2.132 -1.618 0.0 0.0 0.0
H -3.056 -0.729 -1.064 0.0 0.0 0.0
N 2.901 2.067 1.300 0.0 0.0 0.0
C 2.222 2.315 2.468 0.0 0.0 0.0
C 1.141 1.496 2.453 0.1 0.0 0.0
N 1.182 0.751 1.285 -0.1 0.0 0.0
C 2.259 1.124 0.606 0.1 0.0 0.0
H 3.758 2.517 1.010 0.0 0.0 0.0
H 2.564 3.030 3.196 0.0 0.0 0.0
H 0.363 1.378 3.187 0.0 0.0 0.0
H 2.563 0.731 -0.359 0.0 0.0 0.0
N -1.420 0.906 0.436 -0.2 -0.1 0.4
C -1.529 2.008 0.068 0.2 0.1 -0.4
N -1.658 3.189 -0.407 0.0 0.0 0.3
C -2.085 3.420 -1.815 0.0 0.0 -0.1
C -1.244 4.553 -2.380 0.0 0.0 0.1
O -1.344 5.694 -1.557 0.0 0.0 0.0
C -0.797 5.465 -0.281 0.0 0.0 0.0
C -1.593 4.400 0.458 0.0 0.0 0.0
H -3.140 3.693 -1.800 0.0 0.0 0.0
H -1.931 2.506 -2.380 0.0 -0.1 -0.1
H -1.616 4.825 -3.366 0.0 0.0 0.0
H -0.199 4.234 -2.478 0.0 0.0 0.0
H -0.846 6.403 0.269 0.0 0.0 0.0
H 0.255 5.159 -0.364 0.0 0.0 0.0
H -2.614 4.741 0.635 0.0 0.0 0.0
H -1.124 4.134 1.405 0.0 0.0 0.0
C 3.656 -2.535 1.072 0.0 0.0 0.0
C 2.407 -2.069 1.418 0.0 0.0 0.0
N 1.493 -1.789 0.468 0.0 -0.1 0.1
C 1.801 -1.937 -0.826 -0.1 0.0 0.0
C 3.070 -2.289 -1.255 0.1 -0.1 0.0
C 3.996 -2.635 -0.274 0.0 0.0 0.0
C 3.416 -2.316 -2.686 0.0 0.0 0.0
C 3.013 -1.490 -3.655 0.0 0.0 0.0
C 2.132 -0.301 -3.609 0.1 -0.1 0.0
C 1.536 0.135 -4.785 -0.1 0.1 0.0
C 0.661 1.211 -4.706 0.1 -0.1 -0.1
N 0.417 1.840 -3.556 0.0 0.0 -0.1
C 1.090 1.390 -2.509 0.0 -0.1 0.1
N 1.922 0.359 -2.458 0.0 0.1 0.0
H 4.366 -2.786 1.848 0.0 0.0 0.0
H 2.120 -1.894 2.445 0.0 0.0 0.0
H 1.014 -1.737 -1.537 0.0 0.0 0.0
H 4.988 -2.964 -0.559 0.0 0.0 0.0
H 4.109 -3.102 -2.969 0.0 0.0 0.0
H 3.381 -1.712 -4.650 0.0 0.0 0.0
H 1.732 -0.354 -5.729 0.0 0.0 0.0
H 0.144 1.577 -5.585 0.0 0.0 0.0
H 0.929 1.929 -1.576 0.0 0.0 0.0

3.
73
Properties=species:S:1:pos:R:3:forces:R:3 method="wB97M-V/def2-TZVPD" s_squared=3.790 charge=+3 e_lumo_ev="-10.56 / -13.02" de_lowest_kcal_mol=26.12 multiplicity=4
Tc 0.468 0.745 0.209 1.1 0.0 0.2
C 5.172 1.094 -0.078 0.0 0.0 0.0
C 4.324 0.227 -0.969 0.0 0.0 0.0
C 4.797 -0.119 -2.238 0.0 0.0 0.0
C 4.040 -0.870 -3.116 0.0 0.0 0.0
C 2.774 -1.317 -2.752 0.0 0.0 0.0
C 2.267 -1.011 -1.502 0.0 0.0 -0.1
C 0.967 -1.643 -1.056 0.2 0.1 0.0
C 3.061 -0.246 -0.627 0.0 0.0 0.0
N 2.383 0.064 0.597 0.2 -0.1 0.3
C 2.699 -0.331 1.783 0.2 0.0 -0.3
C 3.943 -1.046 2.166 0.0 0.0 -0.1
C 1.584 -0.151 2.752 -0.3 0.1 0.1
C 1.759 -0.479 4.188 -0.1 0.1 -0.1
N 0.465 0.220 2.204 0.1 -0.1 0.1
C -0.778 0.220 2.949 -0.6 -0.2 0.2
C -1.303 1.423 3.414 -1.4 0.0 0.8
C -0.601 2.729 3.241 0.0 0.2 -0.2
C -2.571 1.398 4.064 1.3 0.3 -0.6
C -3.279 0.220 4.227 0.2 0.1 -0.1
C -2.738 -0.955 3.754 1.2 -0.2 -0.7
C -1.469 -0.985 3.095 -1.3 0.2 0.7
C -0.976 -2.302 2.601 -0.1 -0.4 0.0
H 6.141 0.623 0.098 0.0 0.0 0.0
H 4.723 1.293 0.894 0.0 0.0 0.0
H 5.383 2.049 -0.564 0.0 0.0 0.0
H 5.780 0.225 -2.537 0.0 0.0 0.0
H 4.435 -1.115 -4.092 0.0 0.0 0.0
H 2.195 -1.921 -3.438 0.0 0.0 0.0
H 0.400 -2.016 -1.907 0.0 0.0 0.0
H 0.170 -1.007 -0.543 -0.2 -0.1 0.0
H 1.125 -2.458 -0.347 0.0 0.0 0.0
H 4.545 -1.287 1.295 0.0 0.0 0.0
H 3.697 -1.968 2.697 0.0 0.0 0.0
H 4.539 -0.436 2.851 0.0 0.0 0.0
H 2.673 -0.019 4.568 0.0 0.0 0.0
H 1.884 -1.560 4.310 0.0 0.0 0.0
H 0.911 -0.160 4.788 0.0 0.0 0.0
H 0.484 2.624 3.277 0.1 0.1 0.0
H -0.904 3.435 4.012 0.1 0.0 0.0
H -0.880 3.172 2.277 0.1 0.1 0.0
H -2.975 2.330 4.440 0.1 0.0 0.0
H -4.240 0.222 4.722 0.0 0.0 0.0
H -3.273 -1.890 3.875 0.0 0.0 0.0
H -1.728 -2.762 1.954 0.1 0.0 0.0
H -0.843 -2.990 3.442 0.1 0.0 -0.1
H -0.037 -2.244 2.055 0.1 -0.1 0.0
C -2.826 7.531 -1.086 0.0 0.0 0.0
C -1.896 6.387 -0.838 0.0 0.0 0.0
C -0.977 6.424 0.219 0.0 0.0 0.0
C -0.091 5.388 0.432 0.1 0.0 0.0
C -0.139 4.294 -0.435 0.0 0.0 0.0
C -1.052 4.208 -1.486 -0.1 0.0 0.0
C -1.915 5.267 -1.678 0.0 0.0 0.0
S 0.963 2.977 -0.195 0.1 0.0 0.3
C 2.562 3.670 0.163 -0.1 0.0 0.0
O 1.036 2.069 -1.413 -0.3 -0.3 0.0
H -2.859 8.216 -0.243 0.0 0.0 0.0
H -3.834 7.175 -1.295 0.0 0.0 0.0
H -2.494 8.090 -1.964 0.0 0.0 0.0
H -0.952 7.286 0.872 0.0 0.0 0.0
H 0.624 5.446 1.245 0.0 0.0 0.0
H -1.063 3.352 -2.147 0.0 0.0 0.0
H -2.615 5.233 -2.503 0.0 0.0 0.0
H 2.683 4.585 -0.415 0.0 0.0 0.0
H 3.280 2.908 -0.137 0.0 0.0 0.0
H 2.630 3.867 1.232 0.0 0.0 0.0
B -4.134 1.569 0.056 0.8 0.5 2.0
C -2.637 1.334 0.085 1.6 -0.3 0.2
N -1.488 1.119 0.132 -1.8 0.5 -0.4
H -4.598 1.480 1.157 -0.1 -0.2 -0.3
H -4.628 0.726 -0.710 -0.8 0.1 -0.9
H -4.379 2.518 -0.670 -0.5 -0.3 -0.9

Respective total energy values: -57466.2755, -46355.7837, -50871.5926 eV.